No. 1
11
Properties=species:S:1:pos:R:3:forces:R:3 method="wB97M-V/def2-TZVPD" e_tot_ev=-7638.993 s2=2.02 total_charge=+1 multiplicity=3 mol_weight_da=76.08 orbital_gap_ev="12.01 / 5.11" e_above_lowest_kj_mol=82.6
C -0.50334 1.18953 0.00016 -0.50 0.75 -0.21
N -0.03700 0.21704 0.67818 1.01 -1.64 1.75
N 0.91705 -2.68709 -0.38714 -0.73 1.39 0.81
N -1.15448 2.20972 0.51596 -0.41 2.60 4.30
O 1.41191 -2.60986 -1.56098 -0.07 0.55 -0.11
H 0.06518 0.22539 1.74873 -0.41 0.05 -2.18
H -0.37507 1.26687 -1.03167 0.09 -0.71 -1.86
H -0.91123 2.27605 1.52861 -0.79 -0.12 -0.85
H 0.51894 -1.71404 -0.04056 0.14 -0.01 0.20
H -1.70098 3.09926 0.33071 1.21 -2.01 -1.33
H 1.76901 -3.47287 -1.78201 0.46 -0.84 -0.52

---

No. 2
14
Properties=species:S:1:pos:R:3:forces:R:3 method="wB97M-V/def2-TZVPD" e_tot_ev=-35515.807 mol_weight_da=169.00 orbital_gap_ev="7.18 / 7.18" e_above_lowest_kj_mol=50.9
C -1.67985 -0.58425 0.30092 1.37 -2.45 0.40
N 2.28881 -0.76675 0.18273 -0.21 0.61 0.25
N 1.39206 1.08955 -1.53212 2.29 -0.31 -0.75
N -0.34161 -0.74713 -0.18299 -0.01 2.70 -1.56
O -1.82574 0.72189 0.75398 -2.64 0.62 1.11
P 2.77569 0.08877 -1.00338 -1.16 0.26 0.02
P 0.80958 -0.82569 1.04002 1.00 -1.46 0.38
P 0.04850 1.65694 -0.77597 0.42 -1.99 1.46
H -1.68066 -1.16625 1.27055 -1.02 -0.42 -0.95
H -2.39190 -0.98042 -0.51324 0.61 0.95 1.40
H 1.49202 1.22245 -2.52075 -0.37 0.20 -0.55
H -2.57789 0.60703 1.40005 1.00 1.08 -0.76
H 0.86084 -2.29191 1.13460 -0.16 0.74 0.08
H 0.83015 1.97578 0.44560 -1.12 -0.52 -0.54

---

No. 3
15
Properties=species:S:1:pos:R:3:forces:R:3 method="wB97M-V/def2-TZVPD" e_tot_ev=-24066.902 mol_weight_da=154.15 orbital_gap_ev="9.35 / 8.95" e_above_lowest_kj_mol=420.5
C 0.48203 -0.31894 -0.50854 -1.40 -0.93 -1.30
N 0.53258 -1.74495 -0.78216 1.55 1.72 -1.25
N 1.48832 0.56251 -1.15340 -2.25 -0.69 -2.16
N -0.34124 0.35755 1.63917 -1.03 0.17 1.19
N 0.58874 -0.22096 0.93667 2.06 -0.47 -0.91
O -2.69996 1.13648 0.67887 0.11 -0.50 0.68
O -0.64620 2.31989 0.18481 1.35 2.52 -0.17
O -0.94645 0.08613 -0.68671 0.63 0.42 0.16
S -1.29730 1.12800 0.49802 -1.08 -1.84 -1.34
H 0.03031 -2.19911 -0.07450 -0.91 -0.83 0.84
H 0.29904 -2.09288 -1.71134 0.09 0.57 0.32
H 1.60057 1.29398 -0.48374 0.14 0.99 0.01
H 1.13970 1.01807 -2.12010 0.84 -1.56 3.09
H -1.80223 -1.04315 2.38995 0.33 0.31 -0.19
H 1.57208 -0.28263 1.19299 -0.43 0.11 1.02

---

No. 4
15
Properties=species:S:1:pos:R:3:forces:R:3 method="wB97M-V/def2-TZVPD" e_tot_ev=-14162.049 mol_weight_da=134.10 orbital_gap_ev="7.13 / 6.06" e_above_lowest_kj_mol=406.4
C 1.38810 -0.12671 -0.43586 -0.78 -0.61 -0.37
N -1.34862 -1.16273 1.15601 0.82 0.91 -0.48
N -0.92544 -0.13449 0.57184 -0.32 -0.61 0.35
N 1.20416 -1.14943 -1.37755 -0.94 -1.09 -1.80
N 2.01979 -0.36883 0.73135 0.80 -1.92 0.51
N -0.07496 0.50588 0.08286 -1.88 -0.25 0.25
N -2.23763 2.21068 -0.04857 1.42 0.69 -0.74
O -2.87514 3.24565 -0.16005 -0.22 -0.86 0.33
O -2.63566 1.20705 0.52733 -1.05 -0.28 0.60
H 1.78543 0.68177 -1.00217 0.06 0.97 0.07
H -2.35370 -1.22149 1.41987 0.76 0.88 -0.77
H 0.55586 -1.97392 -1.47834 0.86 1.10 2.01
H 0.98971 -0.72064 -2.26876 0.46 0.37 -0.06
H 2.52881 0.34729 1.22652 -0.26 -0.31 -0.11
H 1.97929 -1.34008 1.05552 0.26 1.00 0.20

---

No. 5
9
Properties=species:S:1:pos:R:3:forces:R:3 method="wB97M-V/def2-TZVPD" e_tot_ev=-4670.682 total_charge=-1 mol_weight_da=48.07 orbital_gap_ev=6.45 e_above_lowest_kj_mol=66.1
O 2.71030 1.10812 -0.56390 -0.45 -0.60 -0.02
H 2.34409 0.20348 -0.62884 0.44 0.51 0.01
C -1.08474 -0.33100 0.66647 2.36 -0.04 -0.71
N -0.50467 -0.17094 -0.66025 0.53 1.17 -1.99
H -0.25258 -0.23079 1.37931 -0.65 0.57 0.49
H -1.34262 -1.36351 0.71886 -0.90 -0.80 0.32
H -1.90627 0.32466 0.80545 -0.73 0.49 0.49
H -0.46140 0.78380 -1.10369 -0.59 -1.08 1.29
H 0.49789 -0.32381 -0.61341 -0.01 -0.22 0.11

---

No. 6
10
Properties=species:S:1:pos:R:3:forces:R:3 method="wB97M-V/def2-TZVPD" e_tot_ev=-6714.016 total_charge=-1 mol_weight_da=64.06 orbital_gap_ev=7.20 e_above_lowest_kj_mol=561.1
N 1.06391 -0.65630 0.84129 -1.00 -0.21 0.27
C 0.33460 0.58368 0.57298 2.20 6.93 -2.21
O -1.05341 1.13809 -0.28631 2.80 0.47 2.93
H -0.11842 -0.60535 0.55016 1.55 -3.60 -0.98
H 1.99947 -0.66584 0.25174 -3.56 -0.40 0.29
H -0.00731 1.13831 1.42734 0.46 -0.15 0.75
H 1.06892 1.13324 -0.10605 -1.38 0.09 1.22
H -0.61210 -1.40634 -1.05430 -0.44 -0.15 -0.62
H -1.29528 0.31778 -0.72197 -1.09 -2.15 -2.08
O -1.38038 -0.97728 -1.47487 0.47 -0.83 0.43

---

No. 7
10
Properties=species:S:1:pos:R:3:forces:R:3 method="wB97M-V/def2-TZVPD" e_tot_ev=-6719.370 total_charge=-1 mol_weight_da=64.06 orbital_gap_ev=8.27 e_above_lowest_kj_mol=44.4
O -0.37087 2.11091 -0.17422 -1.82 0.71 0.29
H -0.04077 1.34688 0.48141 0.24 -0.19 0.12
N -0.67272 -1.55945 -0.01443 1.13 0.27 1.25
C 0.51438 -0.58656 -0.12427 -0.21 0.26 1.67
O 0.65477 0.29339 0.96988 -0.08 -1.94 -0.90
H -1.48419 -1.01473 -0.33248 0.33 -0.30 0.75
H -0.71140 -1.70737 1.03124 -0.49 0.28 -1.52
H 0.18877 -0.01321 -0.98973 0.73 0.05 -0.71
H 1.47754 -1.17382 -0.26032 -1.06 0.36 -0.16
H 0.44450 2.30396 -0.58709 1.25 0.50 -0.78

---

No. 8
14
Properties=species:S:1:pos:R:3:forces:R:3 method="wB97M-V/def2-TZVPD" e_tot_ev=-29394.001 total_charge=-1 mol_weight_da=158.01 orbital_gap_ev=8.76 e_above_lowest_kj_mol=208.3
C -0.27380 0.64605 -0.43339 3.84 0.84 -2.66
N -0.93526 1.75918 0.12211 -0.58 -1.18 -1.20
O 1.58723 0.07447 1.47384 2.24 2.13 -0.56
O -0.99915 -1.07057 1.50230 0.11 0.30 -0.56
O -0.15211 -2.10906 -0.75166 0.31 0.74 0.33
O 2.15379 -0.65077 -0.95773 -0.76 0.79 0.44
P 1.58320 0.61650 -0.06985 0.62 0.50 -0.41
P -0.88564 -1.02965 0.00359 -2.43 -0.81 -1.78
H 0.10312 1.07916 -2.12348 -0.95 -1.34 3.13
H -1.76562 1.25549 0.32823 -1.62 1.01 1.16
H -0.54014 2.24253 0.90311 0.45 -0.16 0.44
H 0.96787 -0.55961 1.71689 -2.33 -2.09 0.72
H 1.40787 -1.28772 -1.02313 -0.02 -0.65 -0.17
H -2.25138 -0.96599 -0.69082 1.11 -0.06 1.12

---

No. 9
10
Properties=species:S:1:pos:R:3:forces:R:3 method="wB97M-V/def2-TZVPD" smiles="C[P@@H](N)=O" e_tot_ev=-13961.505 mol_weight_da=79.04 orbital_gap_ev=10.72 e_above_lowest_kj_mol=0.0
C -0.20427 -0.10344 -1.35566 -0.16 -0.22 0.59
P -0.18921 -0.45884 0.42370 -5.15 -0.53 2.01
N 0.45398 0.90116 1.14045 0.06 -0.16 -0.06
O -1.59887 -0.76753 1.12682 4.66 0.89 -2.58
H -0.94682 0.67147 -1.53149 -0.01 0.06 0.00
H 0.77680 0.24343 -1.66895 0.12 0.04 -0.05
H -0.47640 -0.99983 -1.90690 -0.01 -0.07 -0.04
H 0.72137 -1.50465 0.55515 0.28 -0.22 0.00
H 1.45847 0.98375 1.17902 0.06 0.12 0.07
H 0.00496 1.03448 2.03786 0.14 0.10 0.05

---

No. 10
9
Properties=species:S:1:pos:R:3:forces:R:3 method="wB97M-V/def2-TZVPD" e_tot_ev=-13459.889 total_charge=-1 mol_weight_da=64.13 orbital_gap_ev=6.61 e_above_lowest_kj_mol=59.6
N 1.05054 -2.31915 -0.20514 -0.52 0.20 -4.41
H 1.66189 -2.45492 -1.09064 -1.11 -0.08 1.95
H 1.69099 -2.18197 0.51568 1.21 0.67 1.45
H 0.61779 -1.38927 -0.48764 0.38 -0.80 1.09
C -1.03855 1.73468 0.34160 -1.55 0.87 0.59
S 0.09042 0.99239 -0.81481 0.60 -0.03 -1.01
H -2.11538 1.59887 0.09810 0.37 -0.31 -0.26
H -0.91946 1.10595 1.26494 -0.09 1.58 -0.06
H -1.03824 2.91341 0.37790 0.70 -2.10 0.67

---

No. 11
9
Properties=species:S:1:pos:R:3:forces:R:3 method="wB97M-V/def2-TZVPD" e_tot_ev=-13459.909 total_charge=-1 mol_weight_da=64.13 orbital_gap_ev=5.98 e_above_lowest_kj_mol=57.8
S 1.61312 1.28664 0.99639 0.10 -0.24 0.16
H 1.25694 2.54911 0.74982 -0.09 0.21 -0.04
C -2.21422 -1.26692 -0.98080 0.65 -0.55 0.39
N -0.73239 -1.23056 -0.92949 -0.35 -0.87 0.22
H -2.52952 -2.07524 -1.63987 -0.20 0.14 -0.23
H -2.61954 -0.32373 -1.32606 -0.07 0.17 -0.05
H -2.61912 -1.50775 0.00391 -0.30 0.19 0.01
H -0.44815 -1.28094 0.04271 0.15 1.04 0.16
H -0.41338 -2.15285 -1.20038 0.09 -0.08 -0.63

---

No. 12
9
Properties=species:S:1:pos:R:3:forces:R:3 method="wB97M-V/def2-TZVPD" e_tot_ev=-13451.016 total_charge=+1 mol_weight_da=64.13 orbital_gap_ev=10.40 e_above_lowest_kj_mol=105.6
C 0.52560 -0.67693 0.22558 -0.37 1.06 -3.05
N -1.12565 0.49846 0.25774 2.73 -0.16 -2.49
S 2.01128 0.19083 0.12383 -0.77 -0.17 3.97
H 0.06343 -1.14544 1.04856 0.77 -0.66 1.15
H 0.29453 -1.11997 -0.77621 -0.07 0.10 1.21
H -0.92169 1.48059 0.42164 -0.32 -0.11 0.48
H -1.98530 0.13735 0.57200 -1.22 -0.27 1.08
H -1.13140 0.37280 -0.75597 -0.49 0.51 0.14
H 2.26920 0.26230 -1.11716 -0.26 -0.30 -2.49